A.
Below is a cluster of 2 separate species, CHN3S2 in total, with properties calculated with ωB97M-V with the def2-TZVPD basis set.

Atoms and positions in Å:
C: -1.8931 -0.2668 0.2056
N: 0.4494 1.0943 -0.9431
N: 1.1539 0.4303 -0.3882
N: 1.7208 -0.1398 0.4786
S: -1.5994 -1.7428 -0.2185
S: -2.4254 1.1428 0.5746
H: 2.5939 -0.5182 0.2911

Output
Total charge   0
HOMO   -9.587 eV

B.
Below is a cluster of 2 separate species, CHN3S2 in total, with properties calculated with ωB97M-V with the def2-TZVPD basis set.

Atoms and positions in Å:
C: -0.2373 -1.0218 1.3005
N: -0.0535 1.6988 -0.0283
N: -0.0356 1.4746 -1.1172
N: 0.5607 -0.9984 0.4335
S: -1.5228 -1.0192 2.1403
S: 0.1171 1.4223 -2.6349
H: 1.1714 -1.5563 -0.0938

Output
SMILES string   N#[N+][S-].N=C=S
Total charge   0
HOMO   -9.649 eV

It comes down to B, which is 17.6 kcal/mol more stable than the next structure.

A.
Below is an isolated molecule of C6H7NO, with properties calculated with ωB97M-V with the def2-TZVPD basis set.

Atoms and positions in Å:
C: 0.3462 0.9062 -2.0201
C: 0.4385 0.4532 -0.6754
C: 1.0263 1.0449 0.3517
C: -0.8813 -0.8528 0.8215
C: -0.4880 -2.1224 1.2873
C: -1.4864 0.2836 1.4817
H: -0.7973 0.6632 -2.3714
H: 0.9152 0.1883 -2.6735
H: 0.7052 1.9539 -2.3456
H: 1.7119 1.6707 -0.2367
H: 1.2969 0.6537 1.3266
H: -0.4858 -2.2129 2.4337
H: 0.1312 -2.7293 0.5287
N: -1.9005 0.7543 2.6145
O: -0.5321 -0.6548 -0.5230

Output
SMILES string   C=C(C)OC(=C)C#N
Total charge   0
HOMO   -9.564 eV

B.
Below is an isolated molecule of C6H7NO, with properties calculated with ωB97M-V with the def2-TZVPD basis set.

Atoms and positions in Å:
O: 1.8030 1.9204 1.9516
C: 1.5408 2.0827 0.8089
C: 0.0008 1.2722 -0.9808
C: -0.7459 0.0606 -1.2358
C: 0.6980 1.0955 0.2608
C: -0.5246 -0.7654 -0.1012
N: 0.2463 -0.1217 0.8433
C: -1.0589 -2.1498 0.0722
H: 2.3549 2.6571 0.3764
H: 0.1531 2.1546 -1.6250
H: -1.3903 -0.2872 -2.0829
H: 0.6418 -0.6111 1.6218
H: -1.5991 -2.2078 0.9652
H: -1.8487 -2.1639 -0.7459
H: -0.2713 -2.9362 -0.1284

Output
SMILES string   Cc1ccc(C=O)[nH]1
Total charge   0
HOMO   -8.352 eV

C.
Below is a structure of composition C6H7NO, with properties calculated with ωB97M-V with the def2-TZVPD basis set.

Atoms and positions in Å:
C: -1.0555 1.6130 -0.0302
C: -0.5839 0.0329 0.0650
C: 0.2509 -0.4507 1.2196
C: 1.4563 -0.5969 0.2047
C: 0.5359 -0.0155 -0.8929
C: -1.7613 -0.8609 -0.3799
H: -2.1261 1.5147 0.0401
H: -0.1531 -1.4387 1.5407
H: 0.4458 0.4387 1.9474
H: 2.4710 0.2938 0.2671
H: 1.7741 -1.7261 0.0470
H: 1.2197 0.8254 -1.1886
H: 0.4096 -0.7072 -1.7126
N: -2.4482 -1.5743 -1.1276
O: -0.4352 2.6518 0.0000

Output
Total charge   0
HOMO   -10.023 eV

D.
Below is an isolated molecule of C6H7NO, with properties calculated with ωB97M-V with the def2-TZVPD basis set.

Atoms and positions in Å:
C: 1.0493 1.3274 -0.4027
C: -0.2576 1.0570 -0.7487
C: 0.2797 0.2484 2.1813
C: 1.4975 0.3011 0.4893
C: -0.7830 -0.1601 -0.0095
C: -1.0021 -1.4215 -0.9361
N: 0.2852 -0.2985 1.0302
O: 0.6358 0.5683 3.2633
H: 1.6217 2.0163 -0.9581
H: -0.6456 1.3393 -1.7939
H: 2.5149 0.0369 0.9710
H: -1.7988 0.0964 0.3788
H: -2.0958 -1.5763 -1.1890
H: -0.7728 -2.4159 -0.4315
H: -0.5285 -1.1187 -1.8444

Output
Total charge   0
HOMO (alpha / beta)   -6.512 / -6.697 eV

It comes down to B, which is 71.9 kcal/mol more stable than the next structure.